Record 1
The following is a quantum chemistry calculation of a molecular structure, C3HCl2FO in a non-equilibrium geometry, from OMol25.

Atoms and positions in Å:
C  -1.01959  -0.12824  -1.05003
C  -1.03441  0.36775  0.14703
C  1.22422  -0.46977  1.02862
O  -1.06541  -0.54716  -2.10654
F  -0.76971  1.72275  0.40903
Cl  2.00950  0.93446  0.51519
Cl  1.75223  -1.69606  -0.00396
H  -1.09684  -0.18373  1.06065

Atoms 1-2, force components in eV/Å:
C -0.3 0.8 0.6
C 0.3 2.2 2.2

## Properties
- 2S+1: 1
- Net charge: 0
- Energy relative to the best compared isomer or geometry (same formula, charge and spin): 369.4 kJ/mol
- E_HOMO: -9.236 eV
- E: -1210.224520 a.u.
- Largest force on an atom: 3.11 eV/A
- Orbital gap: 8.35 eV

Results of the Mulliken charge analysis, in e, for atoms 1 through 2:
1. C 0.825
2. C -0.750

Record 2
The following is a quantum chemistry calculation of a molecular structure, C3HCl2N in a non-equilibrium geometry, from OMol25.

Atoms and positions in Å:
C  -0.07269  -0.40134  0.26750
C  0.73782  -1.70687  0.30724
C  -0.06081  -2.03463  1.32274
N  -0.82898  -0.71408  1.24104
Cl  2.05236  -2.39809  -0.49298
Cl  0.06190  -3.44335  2.47881
H  -0.01821  0.48979  -0.32630

Atoms 1-2, force components in eV/Å:
C 0.1 -0.6 0.4
C -0.2 -0.7 0.4

## Properties
- 2S+1: 1
- Net charge: 0
- Energy relative to the best compared isomer or geometry (same formula, charge and spin): 274.3 kJ/mol
- E_HOMO: -8.938 eV
- E: -1089.917415 a.u.
- Largest force on an atom: 2.88 eV/A
- Orbital gap: 8.30 eV

Results of the Mulliken charge analysis, in e, for atoms 1 through 2:
1. C 0.146
2. C 0.106

Record 3
The following is a quantum chemistry calculation of a single C3HCl2N molecule in a non-equilibrium geometry, from OMol25.

Atoms and positions in Å:
C  0.34571  -0.15702  0.06513
C  -0.60744  -1.05690  0.00993
C  -1.99313  -0.64597  -0.01845
H  -0.41145  -2.12830  0.05089
N  -3.09012  -0.28140  -0.01176
Cl  0.13060  1.54658  -0.00166
Cl  1.96183  -0.64909  -0.01647

Atoms 1-2, force components in eV/Å:
C 0.7 0.8 -0.6
C -1.9 -0.6 0.3

## Properties
- 2S+1: 1
- Net charge: 0
- SMILES: N#CC=C(Cl)Cl
- Energy relative to the best compared isomer or geometry (same formula, charge and spin): 0.0 kJ/mol
- E_HOMO: -10.299 eV
- E: -1090.021871 a.u.
- Largest force on an atom: 2.06 eV/A
- Orbital gap: 10.23 eV

Results of the Mulliken charge analysis, in e, for atoms 1 through 2:
1. C 0.578
2. C -0.438

Record 4
The following is a quantum chemistry calculation of 2 unconnected molecules or ions with the total composition C3HCl2NO in a non-equilibrium geometry, from OMol25.

Atoms and positions in Å:
C  -0.59138  -1.21231  1.55488
C  -0.50928  -1.17697  0.34128
C  0.85458  1.34353  -0.29358
N  0.12000  1.51773  -1.21591
O  -0.61147  2.08006  -1.96172
Cl  -0.88852  -1.45929  -1.16907
Cl  1.79797  0.20520  0.26235
H  -0.17189  -1.29794  2.48176

Atoms 1-2, force components in eV/Å:
C 0.2 0.1 -2.9
C -1.4 -0.8 3.4

## Properties
- 2S+1: 1
- Net charge: 0
- SMILES: [O-][N+]#CCl.C#CCl
- Energy relative to the best compared isomer or geometry (same formula, charge and spin): 552.3 kJ/mol
- E_HOMO: -9.470 eV
- E: -1165.052087 a.u.
- Largest force on an atom: 3.80 eV/A
- Orbital gap: 9.33 eV

Results of the Mulliken charge analysis, in e, for atoms 1 through 2:
1. C -0.104
2. C -0.147